19
Properties=species:S:1:pos:R:3:forces:R:3 method="wB97M-V/def2-TZVPD" smiles=CC[C@@H](O)CCO orbital_gap_ha=0.3941 total_energy_ev=-9472.3956 de_lowest_ev=2.7401
C -0.621 2.633 -0.110 0.5 0.1 1.2
C -0.911 1.305 -0.727 1.3 -1.7 1.1
C 0.162 0.309 0.077 -2.8 1.5 -3.5
O 0.410 0.771 1.388 2.0 -4.3 -0.4
C -0.414 -1.115 -0.028 0.1 0.0 -0.2
C 0.619 -2.217 -0.167 -0.2 0.1 -0.4
O 1.257 -2.363 1.093 0.3 0.0 0.1
H -1.458 3.269 0.177 -0.1 0.0 -0.6
H -0.205 2.236 0.860 -0.4 2.0 -0.7
H 0.161 3.190 -0.639 -0.2 0.0 0.2
H -0.676 1.140 -1.788 -0.3 0.3 0.2
H -1.931 0.958 -0.503 0.3 0.0 -0.1
H 1.112 0.430 -0.474 -0.2 -0.4 -0.2
H 0.978 -0.112 1.300 -0.3 2.2 3.1
H -1.029 -1.098 -0.932 0.0 -0.3 0.0
H -1.078 -1.337 0.821 0.2 0.2 -0.2
H 1.348 -1.920 -0.938 -0.1 -0.1 0.1
H 0.151 -3.157 -0.495 0.1 0.1 0.2
H 2.041 -2.916 0.982 -0.1 0.1 0.1

25
Properties=species:S:1:pos:R:3:forces:R:3 method="wB97M-V/def2-TZVPD" total_charge=+1 orbital_gap_ha="0.2550 / 0.2893" total_energy_ev=-20498.0212 de_lowest_ev=3.3065
C 0.106 0.651 -1.686 0.7 -0.5 -0.7
C 1.488 1.943 0.025 0.4 -1.4 -1.1
C -0.147 -0.097 -0.402 1.6 -1.5 -0.1
C 1.171 -0.476 0.169 -0.5 2.7 1.0
C -1.475 -1.698 0.754 2.0 3.4 2.4
C -2.476 -0.702 1.381 1.9 -0.8 -0.7
N 1.944 0.661 0.426 0.1 0.6 0.0
N -1.039 -1.179 -0.513 -0.9 -0.2 -1.5
N -0.349 -1.666 1.750 0.5 0.4 -0.3
N 1.148 1.817 -1.463 -1.4 -0.7 -1.5
I 0.678 -3.358 2.205 -0.3 0.0 -0.4
H 0.427 -0.196 -2.376 0.0 1.8 0.1
H -0.710 1.253 -2.037 -0.8 -0.5 -0.4
H 0.670 2.195 0.579 -2.4 1.1 1.1
H 2.174 2.728 -0.033 1.5 0.9 1.0
H -0.514 0.475 0.374 -1.3 1.9 1.3
H 1.795 -1.279 0.115 0.8 -2.7 -0.5
H -1.857 -2.624 0.639 -1.4 -3.1 -0.5
H -3.080 -0.467 0.574 -1.7 1.0 -1.1
H -2.017 0.112 1.888 1.0 1.2 -0.5
H -2.974 -1.034 2.218 -1.6 -1.8 1.5
H 2.925 0.527 0.480 0.8 0.0 0.2
H -0.764 -1.863 -1.194 0.2 -0.4 0.0
H 2.094 1.693 -1.771 0.4 -0.9 -1.1
H 0.782 2.586 -2.101 0.5 -0.5 1.8

19
Properties=species:S:1:pos:R:3:forces:R:3 method="wB97M-V/def2-TZVPD" total_charge=+1 orbital_gap_ha=0.2265 total_energy_ev=-7325.8067 de_lowest_ev=7.6806
C 0.888 -1.481 0.030 -1.6 1.1 0.6
C -0.256 -0.478 -0.448 0.2 -0.5 -1.1
C -1.038 0.204 0.671 1.3 -1.6 1.1
C -0.159 1.026 1.646 -1.8 -0.1 -0.7
N 0.507 0.052 2.511 0.6 1.1 -1.1
N 1.926 -0.908 0.750 0.5 -0.9 2.0
H 0.347 -2.158 0.700 0.6 -0.4 -0.1
H 1.266 -2.018 -0.853 0.3 0.3 -0.1
H -0.970 -1.169 -0.899 0.1 0.0 -0.3
H 0.176 0.102 -1.260 -0.2 0.6 0.1
H -1.999 0.571 0.336 0.2 0.6 -0.1
H -1.228 -0.657 1.321 -0.9 0.0 -0.1
H -0.783 1.643 2.289 0.0 0.2 0.1
H -2.055 1.546 -6.942 -0.2 -0.7 -0.4
H 0.423 1.689 1.005 0.7 0.2 0.7
H 1.262 -0.461 1.866 0.2 -0.9 0.8
H -1.878 2.165 -6.620 0.2 0.7 0.4
H 2.630 -0.189 0.580 -0.5 0.3 -1.3
H 0.943 0.521 3.317 0.4 -0.1 -0.5

103
Properties=species:S:1:pos:R:3:forces:R:3 method="wB97M-V/def2-TZVPD" total_charge=+1 orbital_gap_ha="0.2641 / 0.2088" total_energy_ev=-208898.4631 de_lowest_ev=1.3320 spin_multiplicity=3
W -0.522 0.048 -0.041 -1.4 0.5 0.2
Se 0.107 2.646 0.150 0.1 -0.1 0.0
Se -1.632 1.539 -1.991 0.0 0.0 -0.1
C 0.029 1.196 -2.783 0.1 -0.2 0.1
C 0.526 1.642 -3.992 -0.1 0.1 0.0
C 1.803 1.257 -4.356 0.0 0.0 0.0
C 2.528 0.448 -3.495 0.0 0.0 0.0
C 1.956 0.049 -2.304 -0.1 0.0 -0.1
N 0.718 0.408 -1.944 0.4 -0.1 -0.4
C -1.619 2.703 0.936 0.0 -0.1 0.0
C -2.217 3.756 1.599 0.1 0.0 0.0
C -3.531 3.591 2.011 -0.1 -0.1 0.0
C -4.188 2.398 1.742 0.0 0.1 0.0
C -3.505 1.389 1.090 0.1 -0.1 0.0
N -2.238 1.540 0.707 0.0 0.2 0.1
H -0.083 2.279 -4.619 0.0 0.0 0.0
H 2.230 1.583 -5.296 0.0 0.0 0.0
H 3.529 0.123 -3.735 0.0 0.0 0.0
H 2.506 -0.588 -1.635 0.1 0.0 0.1
H -1.675 4.674 1.776 0.0 0.0 0.0
H -4.042 4.393 2.527 0.0 0.0 0.0
H -5.218 2.250 2.031 0.0 0.0 0.0
H -3.965 0.442 0.858 0.0 0.0 0.0
O 0.354 -1.880 -0.018 -0.2 0.8 -0.5
C 1.237 -1.048 0.238 0.6 -0.4 0.6
C 2.588 -1.473 0.566 0.6 0.1 0.2
C 2.912 -2.810 0.304 -0.2 0.1 0.0
C 4.191 -3.271 0.523 0.1 -0.3 0.0
C 5.161 -2.410 1.011 0.0 0.1 0.0
C 4.852 -1.086 1.291 0.0 0.0 0.0
C 3.569 -0.595 1.085 -0.4 -0.1 -0.2
P 3.088 1.135 1.438 0.0 0.2 0.1
C 4.707 1.876 1.850 -0.1 0.0 0.0
C 5.454 2.395 0.794 0.1 0.0 0.1
C 6.707 2.944 1.023 0.0 0.0 -0.1
C 7.213 2.999 2.314 0.0 0.0 0.0
C 6.466 2.503 3.373 0.0 0.0 0.0
C 5.218 1.940 3.145 0.0 0.0 0.0
C 2.344 0.961 3.104 0.0 -0.2 0.0
C 2.525 -0.155 3.921 0.0 0.1 0.0
C 2.002 -0.177 5.208 0.0 0.0 0.0
C 1.296 0.916 5.692 0.0 0.0 0.0
C 1.100 2.026 4.881 0.0 0.0 0.0
C 1.615 2.044 3.592 0.0 0.0 0.0
H 2.146 -3.461 -0.096 0.0 0.0 0.0
H 4.440 -4.302 0.308 0.0 0.0 0.0
H 6.167 -2.770 1.181 0.0 0.0 0.0
H 5.619 -0.433 1.682 0.0 0.0 0.0
H 5.048 2.371 -0.211 0.0 0.0 0.0
H 7.284 3.341 0.198 0.0 0.0 0.0
H 8.186 3.436 2.496 0.0 0.0 0.0
H 6.855 2.553 4.382 0.0 0.0 0.0
H 4.640 1.551 3.976 0.1 0.0 0.0
H 3.092 -1.006 3.564 0.0 0.0 0.0
H 2.157 -1.046 5.835 0.0 0.0 0.0
H 0.897 0.901 6.698 0.0 0.0 0.0
H 0.547 2.878 5.253 0.0 0.0 0.0
H 1.464 2.914 2.962 0.0 0.0 0.0
O -3.837 -0.465 -1.349 0.0 0.1 0.0
C -3.199 -1.349 -0.812 0.0 -0.2 -0.1
O -2.138 -1.183 -0.064 0.4 0.4 0.0
C -3.595 -2.792 -0.925 0.1 0.0 0.0
C -2.623 -3.781 -0.804 0.0 -0.1 0.0
C -2.969 -5.113 -0.961 0.0 0.0 0.0
C -4.290 -5.427 -1.223 0.0 0.2 0.0
C -5.275 -4.460 -1.332 -0.1 -0.1 0.0
C -4.916 -3.133 -1.189 0.0 0.2 0.0
N -4.664 -6.842 -1.394 -0.1 -0.1 0.0
O -5.819 -7.085 -1.673 0.0 0.0 0.0
O -3.793 -7.673 -1.251 0.1 0.0 0.0
H -1.599 -3.494 -0.606 0.0 0.0 0.0
H -2.238 -5.905 -0.886 0.0 0.0 0.0
H -6.294 -4.759 -1.528 0.0 0.0 0.0
H -5.654 -2.347 -1.275 0.0 0.0 0.0
N -0.844 -1.792 -2.775 -0.1 -0.2 0.0
C -1.603 -1.821 -3.651 0.0 0.1 -0.3
N -2.386 -1.824 -4.713 0.0 -0.1 0.1
C -3.611 -2.635 -4.738 0.0 0.0 0.1
C -4.840 -1.750 -4.583 -0.1 0.0 0.0
C -4.835 -0.617 -5.605 0.0 0.0 0.0
C -3.559 0.210 -5.469 0.0 0.0 0.0
C -2.338 -0.682 -5.634 0.1 0.0 0.0
H -3.546 -3.377 -3.942 0.0 0.0 0.0
H -3.642 -3.167 -5.693 0.0 0.0 0.0
H -4.840 -1.320 -3.580 0.0 0.0 0.1
H -5.739 -2.362 -4.683 0.0 0.0 0.0
H -5.711 0.017 -5.469 0.0 0.0 0.0
H -4.901 -1.031 -6.618 0.0 0.0 0.0
H -3.526 0.680 -4.479 0.0 0.0 0.0
H -3.532 1.003 -6.218 0.0 0.0 0.0
H -1.411 -0.139 -5.444 0.0 0.0 0.0
H -2.290 -1.081 -6.651 0.0 0.0 0.0
C -2.372 -0.680 3.255 0.0 0.0 0.0
C -0.899 -0.844 2.942 0.1 0.1 0.0
C -0.524 -2.293 2.715 0.0 -0.1 0.0
O -0.534 0.021 1.850 0.1 -0.6 0.2
H -2.626 -1.272 4.136 0.0 0.0 0.0
H -2.982 -1.034 2.420 0.0 0.0 0.1
H -2.605 0.363 3.466 0.0 0.0 0.0
H -0.314 -0.463 3.778 0.1 0.1 0.1
H -1.059 -2.714 1.859 0.1 0.0 0.1
H -0.797 -2.864 3.603 0.0 0.0 0.0
H 0.553 -2.404 2.567 -0.1 0.0 0.0

97
Properties=species:S:1:pos:R:3:forces:R:3 method="wB97M-V/def2-TZVPD" total_charge=-2 orbital_gap_ha=0.2137 total_energy_ev=-173546.1608
Al 1.894 -1.791 1.530 -0.2 0.1 0.5
S 3.597 1.348 4.424 -0.1 0.0 -0.1
As 3.305 -0.674 3.863 0.3 0.2 0.5
S 1.111 -1.108 3.556 0.2 0.0 -0.3
S 3.952 -0.967 1.720 -0.1 0.0 0.0
S 4.188 -2.100 5.136 -0.1 -0.1 -0.1
C -1.673 0.208 -3.510 -0.2 0.1 -0.2
C -0.233 -0.118 -3.181 0.2 0.0 0.1
C 0.484 -0.608 -4.441 0.1 -0.1 0.0
C 0.482 1.097 -2.593 0.1 0.0 0.1
O -0.302 -1.144 -2.194 0.1 -0.2 -0.1
Si 0.863 -1.954 -1.357 0.0 0.1 0.2
O 1.002 -1.301 0.108 0.0 -0.4 -0.2
O 0.443 -3.546 -1.335 -0.1 0.2 -0.2
C -0.825 -4.184 -1.169 0.0 0.1 0.0
C -0.521 -5.621 -0.789 0.0 -0.1 0.2
C -1.623 -3.490 -0.067 0.1 0.1 0.0
C -1.589 -4.145 -2.492 0.0 0.1 0.0
O 2.259 -1.822 -2.202 0.0 -0.1 -0.1
C 3.321 -2.713 -2.561 -0.2 0.0 0.2
C 2.803 -3.781 -3.524 -0.1 0.0 0.0
C 4.356 -1.841 -3.253 0.2 0.1 0.0
C 3.906 -3.359 -1.312 -0.1 0.0 0.1
H -1.728 0.989 -4.276 0.0 0.0 0.1
H -2.191 0.549 -2.616 -0.1 0.0 0.0
H -2.177 -0.689 -3.884 0.0 0.1 0.0
H 0.416 0.151 -5.228 0.0 -0.1 0.1
H 0.012 -1.530 -4.798 0.0 0.1 0.0
H 1.536 -0.815 -4.234 -0.1 0.0 0.0
H 0.600 1.882 -3.347 0.0 0.0 0.1
H 1.474 0.810 -2.227 -0.1 0.0 -0.1
H -0.089 1.497 -1.751 0.0 0.0 -0.1
H 0.049 -5.662 0.142 -0.1 0.0 -0.2
H 0.089 -6.091 -1.566 -0.1 0.0 0.0
H -1.451 -6.186 -0.671 0.0 0.0 0.0
H -1.026 -3.431 0.849 -0.1 0.0 -0.1
H -2.544 -4.041 0.143 0.0 0.0 0.0
H -1.885 -2.470 -0.370 0.0 -0.1 0.0
H -1.000 -4.635 -3.273 0.0 0.0 0.0
H -1.772 -3.110 -2.789 0.0 -0.1 0.0
H -2.548 -4.662 -2.391 0.0 0.0 0.0
H 2.355 -3.309 -4.406 0.1 -0.1 0.1
H 2.045 -4.395 -3.032 0.1 0.1 0.0
H 3.629 -4.424 -3.845 -0.1 0.0 0.0
H 3.947 -1.416 -4.175 0.0 0.0 0.1
H 5.245 -2.430 -3.499 0.0 0.1 0.0
H 4.648 -1.021 -2.589 0.0 -0.1 -0.1
H 3.157 -3.969 -0.794 0.1 0.1 -0.1
H 4.265 -2.596 -0.616 0.0 -0.1 -0.1
H 4.743 -4.011 -1.582 0.0 0.0 0.0
O 1.937 -5.755 1.207 0.1 0.2 0.3
C 1.725 -4.784 1.914 0.0 0.0 -0.1
O 1.899 -3.552 1.583 0.1 -0.2 -0.6
H 1.317 -4.905 2.926 0.0 -0.1 0.2
C 2.508 2.585 0.874 -0.1 0.1 0.0
C 1.623 3.811 0.940 0.0 -0.1 0.0
C 2.175 5.077 0.714 0.0 0.0 0.0
C 1.402 6.228 0.775 0.0 -0.1 0.0
C 0.048 6.142 1.080 0.1 -0.1 0.0
C -0.512 4.894 1.326 0.1 0.0 0.0
C 0.255 3.729 1.251 0.1 0.0 0.0
Sb -0.603 1.790 1.693 -0.3 0.2 0.0
C -1.860 2.607 3.282 -0.1 0.0 0.0
C -3.192 2.973 3.076 0.1 0.0 0.1
C -3.985 3.449 4.117 0.1 0.0 0.0
C -3.443 3.568 5.388 0.1 0.0 -0.1
C -2.112 3.229 5.600 0.0 0.0 -0.1
C -1.304 2.751 4.566 0.1 0.0 0.0
C 0.145 2.422 4.819 -0.1 0.0 0.0
C -2.220 1.957 0.238 0.0 -0.1 -0.2
C -2.285 2.972 -0.718 -0.1 -0.1 0.1
C -3.340 3.053 -1.624 0.0 -0.1 0.0
C -4.337 2.090 -1.602 0.0 -0.1 0.1
C -4.264 1.047 -0.683 0.0 0.1 0.0
C -3.220 0.964 0.238 0.1 0.0 0.0
C -3.189 -0.173 1.235 0.1 0.1 -0.1
H 3.429 2.795 0.327 0.0 0.0 0.0
H 2.015 1.742 0.384 0.0 0.0 0.0
H 2.792 2.238 1.876 0.0 0.0 0.0
H 3.235 5.151 0.489 -0.1 0.0 0.0
H 1.859 7.195 0.588 0.0 0.0 0.0
H -0.564 7.036 1.131 0.0 0.0 0.0
H -1.563 4.829 1.593 0.0 0.0 0.0
H -3.629 2.892 2.086 0.0 0.0 0.0
H -5.018 3.719 3.931 0.0 0.0 0.0
H -4.049 3.929 6.212 0.0 0.0 0.0
H -1.680 3.334 6.590 0.0 0.0 0.0
H 0.436 2.623 5.851 0.0 0.0 0.0
H 0.810 3.002 4.172 0.0 0.0 0.0
H 0.368 1.373 4.613 0.0 0.0 0.0
H -1.508 3.726 -0.751 0.0 0.0 0.0
H -3.375 3.860 -2.347 0.0 0.0 0.0
H -5.159 2.133 -2.309 0.0 0.0 0.0
H -5.035 0.282 -0.677 0.0 0.0 0.0
H -3.944 -0.924 1.000 0.0 0.0 0.0
H -3.375 0.192 2.249 0.0 0.0 0.0
H -2.212 -0.667 1.244 0.0 0.0 0.0